[1]
{"formula": "C19H38InN6O3P2Te", "method": "ωB97M-V with the def2-TZVPD basis set", "de_lowest_kcal_mol": 46.9, "e_homo_ev": -15.40, "total_charge": 3, "homo_lumo_gap_ha": 0.1370, "e_lumo_ev": -11.68, "spin_multiplicity": 1, "symbols": ["In", "C", "N", "C", "P", "O", "O", "P", "O", "N", "C", "C", "N", "C", "C", "N", "C", "C", "H", "H", "H", "H", "H", "H", "H", "H", "H", "H", "H", "H", "H", "H", "H", "H", "H", "H", "H", "H", "H", "H", "H", "H", "C", "Te", "C", "C", "C", "C", "C", "C", "C", "H", "H", "H", "H", "H", "H", "H", "H", "C", "N", "C", "C", "N", "H", "H", "H", "H", "H", "H"], "positions_angstrom": [[-0.017259, 0.964514, -0.383722], [-3.528756, -1.784921, -4.418031], [-2.648873, -0.772539, -3.829138], [-2.469007, 0.432691, -4.645178], [-1.498452, -1.247105, -2.775170], [-0.686363, -0.068217, -2.321919], [-2.313138, -1.950306, -1.582615], [-2.758426, -1.231457, -0.207068], [-1.572492, -0.544702, 0.418327], [-3.382645, -2.514361, 0.583978], [-2.568431, -3.731487, 0.713452], [-4.108352, -2.176656, 1.819109], [-3.932955, -0.190050, -0.616486], [-4.054459, 1.137366, -0.017917], [-5.178128, -0.721745, -1.187720], [-0.550976, -2.475042, -3.281170], [0.515625, -2.146445, -4.232459], [-0.995323, -3.870762, -3.330190], [-4.522094, -1.359719, -4.563104], [-3.615863, -2.648569, -3.760205], [-3.163849, -2.115004, -5.394195], [-3.435190, 0.918084, -4.786941], [-2.067758, 0.192671, -5.633224], [-1.797208, 1.123778, -4.145859], [-2.134066, -3.997367, -0.246016], [-3.216098, -4.543816, 1.038030], [-1.768622, -3.612962, 1.450216], [-4.710521, -1.280169, 1.675011], [-3.429575, -2.013375, 2.661125], [-4.774342, -2.999882, 2.071224], [-3.125530, 1.410681, 0.476660], [-4.863391, 1.166813, 0.716089], [-4.274441, 1.870741, -0.794642], [-5.033957, -1.749398, -1.511586], [-5.473564, -0.115667, -2.044324], [-5.984986, -0.696923, -0.452233], [0.781394, -1.094337, -4.153671], [0.217787, -2.363133, -5.261642], [1.397434, -2.746573, -4.006666], [-1.822910, -4.035220, -2.646328], [-0.170339, -4.520692, -3.036378], [-1.302661, -4.159253, -4.338179], [1.959497, 2.673883, 4.708689], [1.674969, 2.738506, 2.560260], [2.404032, 0.751876, 2.741539], [3.096910, 0.599638, 4.073887], [3.943825, -0.462439, 4.341005], [4.591630, -0.529588, 5.569780], [4.395483, 0.457290, 6.530641], [3.561618, 1.528671, 6.265211], [2.900371, 1.589798, 5.038234], [0.905386, 2.396311, 4.932596], [2.173744, 3.630707, 5.182472], [3.054510, 0.539995, 1.892940], [1.528721, 0.096127, 2.661735], [4.122972, -1.224775, 3.592220], [5.269742, -1.348064, 5.770755], [4.902431, 0.393162, 7.483823], [3.402898, 2.302566, 7.006130], [6.258292, 3.799347, 0.160953], [4.853880, 4.072789, -0.223401], [4.616107, 5.015944, -1.341463], [3.894585, 3.459941, 0.335495], [3.009584, 2.821848, 0.797784], [6.716811, 4.728164, 0.495057], [6.797669, 3.423705, -0.706210], [6.298779, 3.063855, 0.959138], [4.982628, 6.001908, -1.062177], [3.556371, 5.072066, -1.572623], [5.165313, 4.667279, -2.213718]], "atomic_forces_ev_per_a": [[-0.7, -0.9, -0.6], [0.0, 0.0, -0.1], [0.2, 0.3, 0.0], [-0.1, 0.0, -0.1], [-0.1, -0.4, -0.4], [0.2, 0.5, 0.4], [0.2, 0.1, 0.2], [-0.2, -0.4, -0.4], [0.3, 0.5, 0.0], [0.3, 0.2, 0.3], [0.0, -0.1, 0.0], [-0.1, -0.1, 0.0], [-0.1, 0.0, 0.4], [0.0, 0.0, -0.1], [0.0, 0.1, -0.1], [0.0, 0.0, 0.2], [0.0, -0.1, -0.1], [0.1, -0.1, 0.0], [0.0, 0.0, 0.1], [0.0, 0.0, 0.0], [0.1, 0.0, 0.0], [0.0, 0.0, 0.0], [0.0, 0.0, 0.0], [0.0, 0.0, 0.0], [0.0, 0.0, 0.0], [0.0, 0.0, 0.0], [0.0, 0.0, 0.0], [0.0, 0.0, 0.0], [0.0, 0.0, 0.0], [0.0, 0.0, 0.0], [0.0, 0.0, 0.0], [0.0, 0.0, 0.0], [0.0, 0.0, 0.0], [0.0, 0.0, 0.0], [0.0, 0.0, 0.0], [0.0, 0.0, 0.0], [0.0, 0.0, 0.0], [0.0, 0.0, 0.0], [0.0, 0.0, 0.0], [0.0, 0.0, 0.0], [0.0, 0.0, 0.0], [0.0, 0.1, 0.0], [0.9, 0.5, 0.6], [-0.3, -0.8, -1.0], [-0.2, -0.5, 0.3], [0.0, 0.1, 0.1], [0.0, -0.1, -0.1], [0.0, 0.0, 0.0], [0.0, -0.1, 0.0], [-0.1, 0.1, 0.0], [0.2, -0.1, -0.1], [-0.1, 0.2, -0.6], [-0.1, 0.0, 0.0], [-0.1, 0.2, -0.1], [0.0, 0.0, 0.0], [0.0, 0.0, 0.0], [0.0, 0.0, 0.0], [0.0, 0.0, 0.0], [0.0, 0.0, 0.0], [0.3, -0.1, 0.1], [-0.1, -0.2, -0.1], [0.0, 0.3, -0.1], [0.2, 0.3, 0.1], [0.0, 0.3, 1.0], [-0.1, 0.0, 0.0], [-0.1, 0.0, -0.1], [-0.1, 0.0, 0.0], [0.0, 0.0, 0.1], [0.0, -0.1, 0.1], [0.0, -0.1, 0.0]], "nbo_charge": [0.9652, -0.4157, -0.8242, -0.4047, 2.5527, -1.2546, -1.0838, 2.5326, -1.2530, -0.7968, -0.4123, -0.4179, -0.8179, -0.3978, -0.4121, -0.8196, -0.4137, -0.4077, 0.2231, 0.2128, 0.2092, 0.2150, 0.2031, 0.2188, 0.2176, 0.2312, 0.1929, 0.2111, 0.1952, 0.2343, 0.1991, 0.2095, 0.2151, 0.2265, 0.2180, 0.2119, 0.2161, 0.2069, 0.2182, 0.2146, 0.2181, 0.2077, -0.5987, 1.4790, -0.6926, 0.0173, -0.2133, -0.1358, -0.1715, -0.1451, -0.1389, 0.2924, 0.2913, 0.2819, 0.2793, 0.2364, 0.2533, 0.2575, 0.2430, -0.4059, -0.3490, -0.4064, 0.7077, -0.6079, 0.2533, 0.2519, 0.2345, 0.2524, 0.2377, 0.2515]}

[2]
{"formula": "C19H38N4O5S2SbSi3V", "method": "ωB97M-V with the def2-TZVPD basis set", "de_lowest_kcal_mol": 0.0, "e_homo_ev": [-10.37, -10.69], "total_charge": 1, "homo_lumo_gap_ha": [0.3004, 0.3103], "e_lumo_ev": [-2.20, -2.25], "spin_multiplicity": 4, "symbols": ["V", "O", "C", "O", "C", "O", "C", "C", "O", "O", "H", "H", "H", "H", "H", "N", "C", "N", "C", "C", "S", "C", "C", "S", "C", "N", "N", "H", "H", "H", "H", "H", "H", "C", "Si", "C", "C", "Sb", "Si", "C", "C", "C", "Si", "C", "C", "C", "H", "H", "H", "H", "H", "H", "H", "H", "H", "H", "H", "H", "H", "H", "H", "H", "H", "H", "H", "H", "H", "H", "H", "H", "H", "H", "H"], "positions_angstrom": [[-0.226510, 0.196847, 0.211202], [0.361305, 2.659235, 3.525152], [-0.041491, 1.860289, 2.563627], [0.628611, 1.597025, 1.582170], [-1.442247, 1.339809, 2.764198], [-1.718590, 0.275227, 1.872470], [-1.709034, -1.040485, 2.491888], [-0.345276, -1.749029, 2.392496], [-0.179999, -2.739054, 3.074396], [0.422005, -1.295161, 1.463086], [1.249372, 2.996156, 3.319362], [-2.127384, 2.164443, 2.549248], [-1.583552, 1.045270, 3.803996], [-2.448788, -1.616180, 1.942515], [-2.021627, -0.962467, 3.531715], [3.082281, -0.777238, 0.435680], [2.750806, -0.179699, -0.723969], [1.543586, 0.271814, -0.978389], [1.480370, 0.904094, -2.209291], [2.628174, 0.893695, -2.916811], [3.866946, 0.095186, -2.014616], [0.194105, 1.531507, -2.515117], [-0.150591, 2.321982, -3.552336], [-1.803437, 2.803256, -3.410912], [-1.920390, 1.923457, -1.932018], [-0.820338, 1.308001, -1.589042], [-3.047257, 1.883428, -1.171277], [2.316755, -1.125244, 1.011900], [3.967393, -1.247633, 0.509660], [2.833093, 1.318889, -3.884283], [0.454893, 2.654908, -4.377930], [-3.904421, 2.223418, -1.574456], [-3.146435, 1.065174, -0.584205], [-3.810717, -0.639854, -3.713341], [-2.493964, -1.971099, -3.598233], [-0.965258, -1.463617, -4.552834], [-3.216527, -3.517530, -4.358088], [-1.737701, -2.165880, -1.146231], [-3.729044, -3.388657, -0.048645], [-4.943660, -2.021518, 0.382567], [-4.539342, -4.601369, -1.215164], [-3.222987, -4.330240, 1.488037], [-0.015800, -4.075200, -1.374079], [0.116497, -4.989169, 0.245429], [-0.455707, -5.270083, -2.743082], [1.616476, -3.261610, -1.779944], [-4.139785, -0.544397, -4.751750], [-3.443272, 0.333274, -3.390623], [-4.685845, -0.895959, -3.111959], [-1.221564, -1.285932, -5.600911], [-0.202603, -2.245221, -4.524653], [-0.524070, -0.549634, -4.152269], [-3.395624, -3.308623, -5.417315], [-4.173426, -3.784348, -3.912146], [-2.559593, -4.382096, -4.295170], [-5.231898, -1.456644, -0.506908], [-4.528037, -1.318277, 1.108346], [-5.852442, -2.444411, 0.818620], [-5.072470, -4.103919, -2.024627], [-5.267259, -5.191373, -0.651110], [-3.817319, -5.292479, -1.653194], [-2.518497, -3.834237, 2.154824], [-2.775737, -5.285226, 1.211527], [-4.131039, -4.549859, 2.057788], [-0.753888, -5.623322, 0.416499], [0.232086, -4.320905, 1.101210], [0.992825, -5.643021, 0.206842], [-1.425880, -5.744958, -2.589194], [0.301099, -6.059734, -2.762173], [-0.455991, -4.791349, -3.723267], [1.949088, -2.688546, -0.916533], [1.547834, -2.593596, -2.641954], [2.369427, -4.024744, -1.994596]], "atomic_forces_ev_per_a": [[-0.2, -0.8, -0.4], [0.0, 0.0, 0.0], [0.0, 0.0, 0.0], [-0.1, 0.1, -0.1], [0.0, 0.0, 0.0], [0.0, 0.0, 0.0], [0.2, 0.2, 0.2], [-0.5, -0.4, -0.4], [0.1, 0.2, 0.1], [0.3, 0.4, 0.2], [0.0, 0.0, 0.0], [0.0, 0.0, 0.0], [0.0, 0.0, 0.0], [0.1, -0.1, 0.0], [0.0, 0.0, 0.0], [0.0, -0.1, -0.1], [0.0, 0.0, 0.0], [0.0, -0.1, 0.1], [0.0, 0.0, 0.0], [0.0, 0.0, 0.0], [0.1, 0.0, 0.0], [0.0, 0.0, 0.0], [0.0, 0.0, 0.0], [0.0, 0.0, 0.0], [0.0, 0.0, 0.0], [0.2, 0.3, 0.3], [0.0, 0.0, 0.0], [0.0, 0.0, 0.0], [0.0, 0.0, 0.0], [0.0, 0.0, 0.0], [0.0, 0.0, 0.0], [0.0, 0.0, 0.0], [0.0, 0.0, 0.0], [0.0, 0.0, 0.0], [0.0, 0.0, 0.0], [0.0, 0.0, 0.0], [0.0, 0.0, 0.0], [0.1, -0.1, 0.0], [0.1, 0.1, 0.0], [0.0, 0.0, 0.0], [0.0, 0.0, 0.0], [0.0, 0.0, 0.0], [0.0, 0.0, 0.0], [0.0, 0.0, 0.0], [0.0, 0.0, 0.0], [0.0, 0.0, 0.0], [0.0, 0.0, 0.0], [0.0, 0.0, 0.0], [0.0, 0.0, 0.0], [0.0, 0.0, 0.0], [0.0, 0.0, 0.0], [0.0, 0.0, 0.0], [0.0, 0.0, 0.0], [0.0, 0.0, 0.0], [0.0, 0.0, 0.0], [0.0, 0.0, 0.0], [0.0, 0.0, 0.0], [0.0, 0.0, 0.0], [0.0, 0.0, 0.0], [0.0, 0.0, 0.0], [0.0, 0.0, 0.0], [0.0, 0.1, 0.0], [0.0, 0.0, 0.0], [0.0, 0.0, 0.0], [0.0, 0.0, 0.0], [0.0, 0.0, 0.0], [0.0, 0.0, 0.0], [0.0, 0.0, 0.0], [0.0, 0.0, 0.0], [0.0, 0.0, 0.0], [0.0, 0.0, 0.0], [0.0, 0.0, 0.0], [0.0, 0.0, 0.0]], "mulliken_spin": [2.9065, 0.0030, 0.0198, -0.0214, 0.0229, 0.0218, 0.0285, -0.0035, 0.0108, -0.0432, -0.0006, -0.0074, -0.0037, -0.0078, 0.0012, 0.0153, 0.0124, -0.0041, 0.0317, 0.0060, 0.0009, 0.0291, 0.0004, 0.0038, -0.0269, -0.0453, 0.0214, 0.0031, -0.0004, 0.0004, 0.0000, -0.0022, 0.0181, 0.0002, 0.0000, 0.0010, -0.0022, 0.0026, -0.0108, 0.0012, -0.0027, 0.0009, 0.0087, 0.0005, -0.0004, 0.0034, 0.0001, 0.0003, 0.0001, 0.0000, 0.0000, 0.0009, -0.0001, 0.0000, 0.0004, 0.0005, -0.0010, 0.0001, -0.0001, -0.0002, 0.0004, -0.0005, -0.0001, 0.0001, 0.0001, 0.0001, 0.0002, -0.0002, 0.0003, -0.0001, 0.0051, 0.0004, 0.0001]}